No. 1
Computed, not measured: a 4-piece molecular cluster, C5H18N2O4 overall in a non-equilibrium geometry, with wB97M-V/def2-TZVPD.

XYZ file:
```
29
Properties=species:S:1:pos:R:3:lowdin_charge:R:1
C 1.60765 -2.39648 0.68572 -0.17
N 0.61112 -1.72620 -0.16833 -0.11
C -0.50570 -1.58996 0.77343 -0.26
C -1.46415 -0.46690 0.34355 -0.14
N -1.09717 0.85290 0.82913 -0.13
C -0.53080 0.90195 2.18277 -0.05
C -1.85069 1.88699 0.41047 -0.35
O -2.62479 1.84016 -0.52825 0.01
H 2.38845 -2.94301 0.11767 0.07
H 2.29066 -1.71173 1.19877 0.07
H 1.25158 -3.23717 1.29787 0.08
H 1.02927 -0.87946 -0.61178 0.08
H -0.25741 -1.60959 1.82640 0.09
H -1.01730 -2.55207 0.64751 0.12
H -2.47381 -0.75277 0.68918 0.14
H -1.34176 -0.50395 -0.76669 0.12
H -0.60359 1.88829 2.59719 0.07
H -1.14396 0.33898 2.90636 0.10
H 0.51810 0.63693 2.10669 0.08
H -1.58371 2.90862 0.80367 0.15
O 1.62880 1.54409 -2.40178 -0.07
H 1.19549 0.68261 -2.44440 0.02
H 1.09405 2.07501 -2.99791 0.03
O 2.03490 0.63956 0.13297 -0.08
H 1.81537 1.57994 0.08725 0.05
H 2.65406 0.64046 -0.61196 0.05
O -0.92244 0.92482 -3.17104 -0.06
H -1.39984 0.21826 -3.64386 0.07
H -1.30237 0.80973 -2.29064 0.01
```

Calculated values
E_tot: -16646.026 eV
E_LUMO: 0.0240 hartree
SMILES: CNCCN(C)C=O.O.O.O
Frontier orbital gap: 9.3 eV
HOMO energy: -8.6 eV
Relative energy (zero: lowest compared OMol25 entry of this formula, charge and spin): 2.421 eV

***

No. 2
Computed, not measured: the molecule C19H27FN4O2, with wB97M-V/def2-TZVPD.

XYZ file:
```
53
Properties=species:S:1:pos:R:3:lowdin_charge:R:1
C -2.05433 -3.74036 -1.93392 -0.07
O -1.19237 -4.11082 -0.88588 -0.06
C -0.15322 -3.29488 -0.58479 -0.21
C 0.16676 -2.10701 -1.23549 -0.01
C 1.24468 -1.34179 -0.82586 -0.03
C 2.03479 -1.73246 0.24983 -0.15
C 3.12355 -0.88293 0.69668 -0.16
N 4.30873 -1.35822 1.15190 0.03
N 5.14265 -0.39125 1.51718 0.03
C 4.48973 0.73628 1.31602 -0.12
C 3.20645 0.50204 0.79416 -0.16
C 2.14063 1.50757 0.51087 -0.15
N 1.98727 1.79796 -0.91242 -0.24
C 3.20802 2.35293 -1.46319 -0.09
C 0.84684 2.66980 -1.16476 -0.20
C -0.49407 1.93073 -1.04291 -0.15
C -1.27939 2.25517 0.22996 -0.21
N -2.43302 1.37820 0.34980 -0.17
C -2.09296 0.07533 0.89744 -0.16
C -3.32770 -0.82268 0.84022 -0.20
O -4.39612 -0.27271 1.57213 -0.13
C -4.71511 1.00964 1.08641 -0.20
C -3.50957 1.94915 1.14091 -0.17
C 1.74332 -2.93422 0.89686 0.06
C 0.67028 -3.68649 0.47965 -0.19
F 0.39435 -4.83908 1.12433 0.08
H -2.53752 -2.77891 -1.73313 0.09
H -1.52472 -3.69220 -2.89074 0.10
H -2.81028 -4.52217 -1.97931 0.10
H -0.42533 -1.77141 -2.07214 0.11
H 1.49085 -0.42573 -1.34197 0.10
H 4.60138 -2.32136 1.19828 0.16
H 4.94791 1.67668 1.55050 0.11
H 2.36583 2.43026 1.07690 0.13
H 1.18993 1.10385 0.86590 0.11
H 4.02670 1.65990 -1.27811 0.08
H 3.46840 3.32770 -1.02252 0.09
H 3.09313 2.47528 -2.53936 0.08
H 0.85625 3.54938 -0.49718 0.12
H 0.95431 3.03614 -2.18799 0.11
H -0.29868 0.86195 -1.09005 0.08
H -1.13031 2.18166 -1.89203 0.11
H -0.63216 2.18822 1.12008 0.12
H -1.64120 3.28488 0.16578 0.12
H -1.29073 -0.37564 0.31175 0.10
H -1.75566 0.15718 1.94727 0.14
H -3.11916 -1.79851 1.28216 0.13
H -3.62750 -0.94939 -0.21208 0.12
H -5.52519 1.38301 1.71508 0.12
H -5.06207 0.93690 0.04439 0.13
H -3.78799 2.91708 0.71903 0.12
H -3.21022 2.09212 2.19486 0.13
H 2.32382 -3.27680 1.73950 0.13
```

Calculated values
E_tot: -32912.682 eV
E_LUMO: 0.0273 hartree
SMILES: COc1ccc(-c2[nH]ncc2CN(C)CCCN2CCOCC2)cc1F
Frontier orbital gap: 9.0 eV
HOMO energy: -8.3 eV
Relative energy (zero: lowest compared OMol25 entry of this formula, charge and spin): 0.020 eV

***

No. 3
Computed, not measured: C23H26N2O7S as an isolated structure in a non-equilibrium geometry, with wB97M-V/def2-TZVPD.

XYZ file:
```
59
Properties=species:S:1:pos:R:3:lowdin_charge:R:1
C 2.42183 -1.98091 7.30790 -0.04
C 3.40496 -1.71093 6.00936 -0.18
O 2.85007 -1.05638 4.91017 -0.14
C 1.91506 -1.65059 4.30297 -0.26
C 1.74980 -0.76787 3.06218 0.02
C 1.29117 -1.41301 1.97426 -0.30
C 1.07626 -2.77674 1.65176 -0.21
O 1.14510 -3.84321 2.15009 0.17
O 1.28760 -2.98555 0.10727 -0.10
C 0.62649 -4.02351 -0.55162 -0.16
H 1.39359 -4.80988 -1.08303 0.18
H 0.33347 -4.89418 0.22431 0.17
C -0.35329 -3.45574 -1.53445 -0.35
O -1.17602 -4.51394 -2.16339 -0.17
N -0.45286 -2.27505 -1.62144 0.15
C -1.49137 -1.47415 -2.20178 -0.09
C -1.29887 0.06076 -2.15691 0.02
C -2.10658 0.79672 -2.82921 -0.34
C -3.05089 0.22835 -3.92686 -0.26
C -3.28456 -1.13694 -3.83297 -0.03
C -2.29157 -1.97808 -3.19777 0.01
H -2.61809 -3.16105 -3.15739 0.17
H -4.00719 -1.58445 -4.56450 0.13
C -4.03029 1.18170 -4.42629 -0.05
H -3.13121 1.54021 -5.51239 0.20
H -4.79116 0.74365 -5.05437 0.05
H -4.20898 2.23203 -3.85496 0.12
S -1.78478 2.36502 -2.75442 0.83
O -0.70184 2.66864 -1.65085 -0.37
O -3.06276 3.21499 -2.27715 -0.39
N -1.34791 2.90957 -4.29286 -0.40
C 0.05049 2.51412 -4.64681 -0.05
H 0.05040 2.68710 -5.70184 0.09
H 0.77788 3.05329 -3.98195 0.11
H -0.05925 1.47382 -4.42297 0.07
C -1.61167 4.25616 -4.49846 -0.19
H -0.57978 5.01194 -4.07156 0.16
H -2.71007 4.70208 -3.84424 0.19
H -1.57575 4.60085 -5.48392 0.03
H -0.56670 0.15268 -1.42621 0.10
H -0.09429 -1.67642 -0.94971 0.12
O 0.86884 -0.61922 1.16290 0.16
C 1.17770 0.68883 1.70225 -0.09
C 0.95434 2.06608 1.16705 0.04
C 1.22992 2.91776 1.97300 -0.26
C 1.47078 2.93151 3.14671 -0.10
C 1.66271 1.69328 3.76656 0.07
C 1.45539 0.65140 2.88783 -0.17
H 2.09118 1.32618 4.70963 0.13
H 1.66854 3.58470 4.00911 0.14
H 0.98900 3.97253 1.51242 0.19
H 0.64112 2.06963 -0.00013 0.16
H 2.22947 -2.71739 3.87567 0.16
H 0.88144 -1.68127 4.96093 0.19
H 4.18301 -1.07477 6.44026 0.12
H 3.61493 -2.81494 5.79634 0.14
H 1.78934 -2.61478 7.03688 -0.04
H 2.08489 -1.08016 7.72864 0.05
H 3.02095 -2.52443 8.09594 0.10
```

Calculated values
E_tot: -52400.340 eV
E_LUMO: -0.0163 hartree
Frontier orbital gap: 8.3 eV
HOMO energy: -8.8 eV
Relative energy (zero: lowest compared OMol25 entry of this formula, charge and spin): 21.488 eV

***

No. 4
Computed, not measured: a 2-piece molecular cluster, C6H15NO overall in a non-equilibrium geometry, with wB97M-V/def2-TZVPD.

XYZ file:
```
23
Properties=species:S:1:pos:R:3:lowdin_charge:R:1
C 1.42855 0.66415 1.77212 -0.20
C 0.34746 1.66572 1.51173 -0.31
C -0.98146 1.13416 0.84662 -0.27
C -0.54306 0.62807 -0.50884 -0.19
C -1.22696 -0.41995 -1.03894 -0.33
N -0.79943 -1.23598 -2.11982 -0.10
C 0.37124 -0.79539 -2.92256 -0.37
H 1.22644 -0.48162 1.88853 0.08
H 2.06146 0.44075 0.91334 0.04
H 2.21476 1.11922 2.39700 0.06
H 0.65307 2.56764 0.96650 0.09
H 0.06015 2.09798 2.60428 0.13
H -1.67126 2.03141 0.67937 0.10
H -1.65262 0.38061 1.46304 0.13
H 0.31925 1.12550 -1.03087 0.11
H -2.11936 -0.77317 -0.54183 0.07
H -1.58277 -1.35730 -2.67252 -0.01
H 0.01590 -0.35063 -3.90724 0.03
H 1.08492 -1.70506 -3.00548 0.06
H 1.05383 -0.08280 -2.55528 0.01
H 0.35301 -2.85886 1.85886 -0.11
H -0.49284 -1.59863 1.36032 0.03
O -0.12028 -2.19582 2.04166 -0.04
```

Calculated values
Spin multiplicity: 2
E_tot: -9998.523 eV
Charge: -1
E_LUMO (alpha / beta): 0.1397 / 0.1357 hartree
Expectation value of S²: 0.7503
Frontier orbital gap (alpha / beta): 2.6 / 8.2 eV
HOMO energy (alpha / beta): 1.2 / -4.5 eV
Relative energy (zero: lowest compared OMol25 entry of this formula, charge and spin): 3.387 eV

***

No. 5
Computed, not measured: a 2-piece molecular cluster, C3H2N2O2 overall in a non-equilibrium geometry, with wB97M-V/def2-TZVPD.

XYZ file:
```
9
Properties=species:S:1:pos:R:3:lowdin_charge:R:1
N -1.50367 1.92864 0.22813 0.15
C -2.14506 0.96318 -0.18802 -0.14
C -2.83938 -0.13306 -0.28568 -0.20
O -3.48866 -0.87630 -0.94808 0.09
H -1.46443 2.08793 1.22345 0.07
N -1.02861 -2.34804 -0.80165 0.21
C 0.02284 -2.42369 -0.22325 -0.40
O 0.77344 -2.58750 0.64294 0.15
H -1.46227 -2.15848 -1.66885 0.07
```

Calculated values
E_tot: -10214.984 eV
E_LUMO: -0.0499 hartree
SMILES: N=C=C=O.N=C=O
Frontier orbital gap: 7.4 eV
HOMO energy: -8.7 eV
Relative energy (zero: lowest compared OMol25 entry of this formula, charge and spin): 3.205 eV